[1]
C2H5BO | wB97M-V/def2-TZVPD

**Molar mass**: 55.87 g/mol
**Kohn-Sham gap**: 9.066 eV
**Electronic energy**: -4875.1241 eV
**Relative energy (zero: lowest compared OMol25 entry of this formula, charge and spin)**: 4.8133 eV

Geometry as XYZ:
```
9
Properties=species:S:1:pos:R:3:forces:R:3:nbo_charge:R:1
O 2.960347 0.017333 0.549348 -0.594 -0.781 -0.036 -0.4920
C 0.691495 -0.649216 -0.073192 -0.694 4.779 1.426 -0.1020
C 1.937082 0.261327 -0.038362 -0.071 0.458 0.193 0.3586
B -0.710276 -0.073481 0.289947 2.019 -1.961 0.038 -0.3880
H 1.894196 1.249095 -0.545368 -0.553 -0.241 -0.065 0.1229
H -0.929645 0.790142 0.995017 0.273 1.589 0.973 0.0724
H -0.375233 0.650326 -0.676020 0.702 -0.595 -0.813 0.2136
H -1.582927 -0.799796 0.243970 -1.106 -1.017 -0.486 0.0103
H 0.929649 -1.560082 -0.486369 0.025 -2.232 -1.229 0.2042
```
Forces are in eV/Å.

***

[2]
C2H5BO2 | wB97M-V/def2-TZVPD

**Molar mass**: 71.87 g/mol
**Kohn-Sham gap (alpha / beta)**: 7.779 / 7.570 eV
**Electronic energy**: -6923.5133 eV
**Relative energy (zero: lowest compared OMol25 entry of this formula, charge and spin)**: 4.8954 eV

Geometry as XYZ:
```
10
Properties=species:S:1:pos:R:3:forces:R:3:nbo_charge:R:1
O 1.879608 -0.911173 0.809872 1.757 -0.368 0.139 -0.9704
O 2.365525 1.056550 -0.714759 -3.031 -0.898 0.779 -0.9388
C -1.228538 0.130168 -0.383955 3.180 3.224 -0.324 -0.2583
C -1.995543 -0.761157 0.095421 -4.235 -1.223 1.055 -0.5213
B 1.609321 0.171365 0.031430 -0.658 -0.390 -0.756 1.1048
H -1.481989 1.179830 -0.664020 0.252 -1.213 -0.134 0.1845
H 3.288697 1.039061 -0.612436 2.073 -0.176 0.303 0.4904
H -1.791906 -1.677707 0.601512 0.797 -0.578 -0.016 0.2098
H -3.162946 -0.611820 0.114418 2.007 0.052 -0.266 0.1894
H 2.790462 -1.353274 1.003177 -2.141 1.570 -0.781 0.5101
```
Forces are in eV/Å.

***

[3]
C2H5BO3 | wB97M-V/def2-TZVPD

**Molar mass**: 87.87 g/mol
**Kohn-Sham gap**: 7.349 eV
**Electronic energy**: -8974.8504 eV
**Relative energy (zero: lowest compared OMol25 entry of this formula, charge and spin)**: 2.5630 eV

Geometry as XYZ:
```
11
Properties=species:S:1:pos:R:3:forces:R:3:nbo_charge:R:1
O -0.020946 1.229540 -1.684229 0.731 0.176 -0.067 -0.9138
O -0.686550 -0.369862 0.316081 -2.553 2.642 -4.139 -0.7250
O -2.401916 0.713331 -1.498886 -0.738 -0.259 0.176 -0.8955
C 0.717382 -1.165057 1.936323 0.230 0.003 0.041 -0.5517
C 0.532724 -0.449315 0.831291 0.231 -0.033 0.120 0.1606
B -1.124909 0.697533 -1.190837 2.086 -2.675 3.939 1.3546
H -0.115906 -1.661876 2.402032 -0.177 -0.078 0.073 0.1977
H 1.345119 0.062679 0.325514 0.072 0.076 -0.066 0.1541
H 1.685258 -1.280335 2.380645 0.341 0.052 0.051 0.1951
H -0.015824 1.791456 -2.460346 -0.193 0.052 -0.088 0.5126
H -2.657773 1.193769 -2.289553 -0.031 0.044 -0.039 0.5113
```
Forces are in eV/Å.

***

[4]
C2H5Br2NO4S2 | wB97M-V/def2-TZVPD

**Molar mass**: 331.01 g/mol
**Kohn-Sham gap**: 9.145 eV
**Electronic energy**: -173585.8445 eV
**Relative energy (zero: lowest compared OMol25 entry of this formula, charge and spin)**: 2.0930 eV

Geometry as XYZ:
```
16
Properties=species:S:1:pos:R:3:forces:R:3:nbo_charge:R:1
Br 2.581565 -1.313085 0.977990 -0.400 0.512 0.052 0.0160
Br 2.092098 1.361904 -0.631696 0.488 0.725 -0.311 0.0766
S 0.152548 -0.732505 -0.502495 -1.096 -1.187 0.253 1.9921
S -1.223402 1.263688 0.866352 -0.717 0.915 3.672 2.5331
O -2.586585 1.631647 0.891462 -0.806 -0.729 -0.285 -0.9107
O -0.263084 -2.007085 -0.016579 0.103 -0.228 0.025 -0.8786
O -0.278254 2.289680 0.843752 1.336 1.501 -1.433 -0.9084
O -1.129401 0.250199 -0.368903 0.420 -0.208 -1.570 -0.8809
N -0.865892 0.406301 2.197759 -0.990 -0.717 0.335 -1.1133
C 1.225635 0.115823 0.526179 2.015 -1.534 -0.735 -0.7603
C 0.408128 -0.902775 -2.292037 -4.073 0.158 -0.728 -0.8401
H 0.287525 0.082633 -2.804637 0.021 -1.042 0.360 0.2739
H -1.645302 0.287505 2.836475 0.260 -0.061 -0.229 0.4221
H -0.213730 -1.817831 -2.741324 0.815 2.363 1.325 0.2866
H 0.094954 0.317138 2.538556 -0.766 0.282 -0.535 0.4460
H 1.363199 -1.233235 -2.320856 3.392 -0.750 -0.195 0.2458
```
Forces are in eV/Å.

***

[5]
C2H5Br3Si | wB97M-V/def2-TZVPD

**Molar mass**: 296.86 g/mol
**Kohn-Sham gap (alpha / beta)**: 7.931 / 7.932 eV
**Electronic energy**: -220160.0120 eV
**Relative energy (zero: lowest compared OMol25 entry of this formula, charge and spin)**: 3.0576 eV

Geometry as XYZ:
```
11
Properties=species:S:1:pos:R:3:forces:R:3:nbo_charge:R:1
Br 0.220200 2.805951 0.305727 -0.113 -0.226 0.222 -0.2906
Br 2.456258 0.198177 1.418895 -0.200 0.113 -0.112 -0.2794
Br -0.369092 -2.029581 1.919893 -0.126 -0.128 0.015 0.0438
Si 0.452357 0.601580 0.547188 0.096 -0.809 -2.645 1.0687
C -0.913429 -0.208455 1.556047 -0.025 0.422 -0.537 -1.0011
C 0.216397 -0.271068 -2.197724 1.517 1.157 3.690 -0.6593
H -1.075052 0.302157 2.532293 -0.424 -0.370 -0.938 0.2630
H 1.267326 -0.093348 -2.269958 0.192 1.199 -0.815 0.2095
H 0.129581 -1.282499 -2.105978 -0.773 -2.772 0.355 0.1761
H -1.735815 -0.260477 0.784573 0.369 0.218 1.452 0.2682
H -0.648732 0.237564 -2.490956 -0.514 1.196 -0.688 0.2011
```
Forces are in eV/Å.

***

[6]
C2H5BrClN | wB97M-V/def2-TZVPD

**Molar mass**: 158.43 g/mol
**Kohn-Sham gap**: 10.589 eV
**Electronic energy**: -86208.9748 eV
**Relative energy (zero: lowest compared OMol25 entry of this formula, charge and spin)**: 1.4747 eV

Geometry as XYZ:
```
10
Properties=species:S:1:pos:R:3:forces:R:3:nbo_charge:R:1
Br 0.339379 2.693311 -0.784818 -0.379 -0.007 -0.205 -0.0482
Cl 2.502345 2.122207 1.100709 0.476 -0.516 0.645 0.0195
N 0.611771 0.134282 0.706508 4.422 2.150 -3.252 -0.5992
C 1.474152 1.265207 -0.003127 -1.835 -1.406 -0.129 -0.1336
C -0.492934 -0.245151 -0.059698 -1.914 -3.381 -1.738 -0.4316
H 0.484060 0.556318 1.553035 -1.145 0.916 2.894 0.3636
H -0.079923 -0.563756 -1.101551 -1.027 0.522 1.683 0.2026
H -1.327623 0.443189 -0.181736 0.277 0.574 -0.153 0.1922
H -1.052474 -1.195136 0.379968 1.564 1.646 -0.692 0.2101
H 2.052060 0.972756 -0.902587 -0.441 -0.499 0.947 0.2245
```
Forces are in eV/Å.